Computed, not measured: a structure of composition C46H42F3N5O2OsP2SSbSe2 in a non-equilibrium geometry, with the ωB97M-V functional and the def2-TZVPD basis.

Summary:
* E_LUMO (spin up / spin down): -2.6015 / -6.4118 eV
* calculated total energy: -8716.374308 a.u.
* total charge: +1
* HOMO-LUMO gap (spin up / spin down): 5.66 / 3.50 eV
* relative energy (zero: lowest compared OMol25 entry of this formula, charge and spin): 125.62 kJ/mol
* multiplicity: 5

XYZ file:
```
105
Properties=species:S:1:pos:R:3:forces:R:3
Os 0.6659 -0.0132 1.5112 -1.23 0.10 1.04
C 4.7217 4.5355 6.5123 0.01 0.07 0.04
C 4.2607 3.2721 5.8607 -0.04 -0.10 -0.09
C 4.5542 2.9812 4.5333 -0.04 -0.12 0.13
C 4.0927 1.8145 3.9475 0.06 -0.11 -0.18
C 3.3164 0.9402 4.6817 -0.21 -0.50 -0.29
C 3.0530 1.1870 6.0181 -0.09 -0.03 0.22
C 3.5203 2.3497 6.5992 0.01 -0.04 -0.15
S 2.6079 -0.5084 3.9091 -0.40 0.06 -0.62
O 3.1302 -0.7026 2.5765 0.64 0.15 0.60
O 2.6309 -1.6083 4.8242 0.06 0.11 0.31
N 1.0227 -0.0944 3.5271 1.80 -0.05 -1.11
C -0.0344 -0.3897 4.3232 -1.20 -0.37 1.43
C 0.0248 -0.6996 5.6801 0.17 0.22 -0.81
C -1.1326 -0.9417 6.4138 -0.68 0.00 -0.02
C -2.3768 -0.8969 5.8355 0.20 -0.04 0.21
C -2.4952 -0.6519 4.4551 0.27 0.08 -0.10
C -3.7293 -0.6672 3.7744 0.19 0.10 -0.33
C -3.7462 -0.4695 2.4166 -0.02 -0.03 0.32
C -2.5392 -0.2547 1.7438 0.22 0.05 -0.11
N -1.3673 -0.2245 2.3534 -0.02 0.08 -0.31
C -1.3223 -0.4059 3.6935 0.00 -0.12 0.86
H 5.3204 5.1419 5.8382 0.04 0.04 -0.02
H 5.3128 4.3096 7.3992 0.03 0.06 0.04
H 3.8579 5.1198 6.8283 0.01 0.10 0.05
H 5.1553 3.6579 3.9454 0.08 0.12 -0.01
H 4.3408 1.5653 2.9335 0.04 0.03 -0.20
H 2.5090 0.4652 6.6044 -0.07 -0.02 0.11
H 3.3158 2.5520 7.6402 -0.04 -0.02 0.12
H 0.9842 -0.7982 6.1528 0.02 0.03 0.10
H -1.0379 -1.1673 7.4634 -0.01 -0.03 0.15
H -3.2717 -1.0689 6.4120 -0.08 -0.05 0.10
H -4.6433 -0.8354 4.3277 -0.03 -0.03 0.03
H -4.6680 -0.4793 1.8564 -0.05 0.01 -0.04
H -2.5513 -0.0955 0.6729 0.13 -0.01 -0.02
Se -4.0427 0.0276 -3.4491 -1.14 0.04 0.30
P -1.9682 0.0352 -3.8705 3.04 -0.11 -0.85
C -1.3303 1.5271 -4.6847 -0.58 -0.09 0.10
C 0.0385 1.6257 -4.9160 -0.05 -0.12 0.10
C 0.5241 2.6807 -5.6627 0.08 -0.10 0.03
C -0.3473 3.6264 -6.1816 -0.10 0.02 0.01
C -1.7057 3.5338 -5.9304 0.03 0.12 -0.13
C -2.2033 2.4801 -5.1837 -0.05 -0.16 0.14
C -1.4557 -1.2438 -5.0546 -0.52 0.18 0.32
C -2.3424 -1.5088 -6.0907 -0.01 -0.04 0.11
C -1.9842 -2.4019 -7.0821 -0.06 -0.01 -0.08
C -0.7466 -3.0240 -7.0304 0.02 -0.03 -0.01
C 0.1426 -2.7464 -6.0041 0.07 0.02 -0.05
C -0.2029 -1.8439 -5.0144 -0.06 0.20 0.22
C -1.0844 -0.0118 -2.3117 -0.48 -0.33 -0.22
C -0.4887 -0.7870 -1.3099 0.01 -0.08 0.48
N -0.2261 0.1019 -0.3106 -0.27 -0.79 -1.72
N -0.6631 1.2981 -0.6676 -0.18 0.61 0.15
N -1.1688 1.2496 -1.8436 -0.33 0.72 -0.06
P -0.2609 -2.5531 -0.9363 0.23 -0.41 0.58
Se 0.4902 -2.8242 1.0662 -0.22 0.02 -0.63
C -1.9065 -3.2805 -1.2036 0.36 0.15 -0.03
C -2.5794 -3.9143 -0.1669 0.22 0.04 0.07
C -3.8536 -4.4079 -0.3863 -0.10 -0.02 -0.02
C -4.4500 -4.2644 -1.6288 0.00 -0.02 0.02
C -3.7716 -3.6444 -2.6661 0.01 0.02 -0.07
C -2.4967 -3.1548 -2.4568 0.08 -0.08 0.13
C 0.9064 -3.2566 -2.1287 -0.30 0.22 0.22
C 2.0660 -2.5320 -2.3897 -0.14 0.02 0.03
C 3.0311 -3.0709 -3.2186 0.04 0.09 -0.03
C 2.8458 -4.3295 -3.7713 -0.02 -0.03 -0.01
C 1.6988 -5.0555 -3.4903 0.01 -0.09 -0.05
C 0.7263 -4.5296 -2.6564 -0.11 0.17 0.04
H 0.7151 0.8859 -4.5108 0.09 -0.02 0.01
H 1.5842 2.7589 -5.8480 0.09 0.02 0.00
H 0.0374 4.4336 -6.7858 0.02 0.10 -0.01
H -2.3790 4.2780 -6.3243 -0.09 0.08 -0.04
H -3.2621 2.3939 -4.9789 -0.05 0.10 -0.04
H -3.3033 -1.0090 -6.1081 -0.10 -0.05 -0.15
H -2.6641 -2.6112 -7.8932 -0.06 -0.03 -0.07
H -0.4688 -3.7273 -7.7988 0.02 -0.08 -0.11
H 1.1084 -3.2290 -5.9758 0.05 -0.01 0.03
H 0.4884 -1.6124 -4.2151 0.03 -0.06 -0.02
H -2.0898 -4.0249 0.7926 -0.04 0.04 0.03
H -4.3868 -4.9057 0.4089 -0.01 -0.04 0.09
H -5.4444 -4.6455 -1.7931 -0.15 -0.07 -0.02
H -4.2380 -3.5397 -3.6336 -0.04 -0.01 -0.12
H -1.9445 -2.6898 -3.2618 -0.07 -0.12 -0.04
H 2.2075 -1.5584 -1.9377 0.09 0.08 0.03
H 3.9248 -2.5064 -3.4314 0.14 0.03 -0.01
H 3.6061 -4.7492 -4.4128 0.05 -0.05 -0.07
H 1.5587 -6.0342 -3.9234 0.02 -0.11 0.00
H -0.1604 -5.1001 -2.4133 -0.04 -0.02 -0.06
F 3.1712 -0.0041 -0.0395 0.21 -0.34 -0.01
C 2.2726 0.8326 0.5057 0.22 0.74 -0.11
F 1.9086 1.6424 -0.5525 -0.01 -0.14 -0.22
F 2.9673 1.7074 1.2867 0.58 0.14 0.09
C -1.8297 3.7523 1.7726 0.51 -0.17 -0.05
Sb 0.1981 2.9909 1.8078 -0.15 0.46 0.71
C 0.6817 3.5629 3.8482 -0.21 -0.12 -0.49
C 1.1977 4.6435 0.8497 -0.26 -0.42 0.13
H -1.8153 4.8138 1.9897 -0.04 0.18 0.05
H -2.4337 3.2356 2.5116 -0.06 -0.08 0.11
H -2.2421 3.5847 0.7842 -0.09 -0.02 -0.15
H 0.3405 4.5766 4.0281 -0.03 0.18 0.03
H 1.7554 3.5029 3.9957 0.13 -0.03 0.00
H 0.1880 2.8913 4.5439 -0.05 -0.12 0.08
H 0.8896 5.5597 1.3382 -0.06 0.18 0.08
H 0.9179 4.6650 -0.1958 -0.01 0.03 -0.20
H 2.2702 4.5153 0.9375 0.12 -0.07 0.01
```
Positions in Å, forces in eV/Å.

Mulliken population analysis, charges in e, atoms 1 to 99: number 1, Os, carries 0.796; number 2, C, carries -1.533; number 3, C, carries 1.129; number 4, C, carries -0.906; number 5, C, carries -0.459; number 6, C, carries 0.329; number 7, C, carries -0.426; number 8, C, carries -0.942; number 9, S, carries 1.169; number 10, O, carries -0.683; number 11, O, carries -0.690; number 12, N, carries 0.682; number 13, C, carries 0.907; number 14, C, carries -1.158; number 15, C, carries -1.263; number 16, C, carries -0.953; number 17, C, carries 0.879; number 18, C, carries -0.856; number 19, C, carries -1.200; number 20, C, carries -0.138; number 21, N, carries 0.324; number 22, C, carries 0.253; number 23, H, carries 0.374; number 24, H, carries 0.371; number 25, H, carries 0.328; number 26, H, carries 0.366; number 27, H, carries 0.515; number 28, H, carries 0.405; number 29, H, carries 0.445; number 30, H, carries 0.484; number 31, H, carries 0.437; number 32, H, carries 0.452; number 33, H, carries 0.458; number 34, H, carries 0.555; number 35, H, carries 0.523; number 36, Se, carries 0.015; number 37, P, carries 0.714; number 38, C, carries 1.034; number 39, C, carries -0.219; number 40, C, carries -0.789; number 41, C, carries -0.561; number 42, C, carries -0.644; number 43, C, carries -0.689; number 44, C, carries 0.495; number 45, C, carries -0.704; number 46, C, carries -0.909; number 47, C, carries -0.643; number 48, C, carries -0.830; number 49, C, carries 0.326; number 50, C, carries -0.093; number 51, C, carries 0.156; number 52, N, carries 0.218; number 53, N, carries -0.054; number 54, N, carries -0.924; number 55, P, carries 1.054; number 56, Se, carries -0.378; number 57, C, carries -0.142; number 58, C, carries -0.759; number 59, C, carries -0.728; number 60, C, carries -0.641; number 61, C, carries -0.662; number 62, C, carries 0.165; number 63, C, carries 0.590; number 64, C, carries -0.466; number 65, C, carries -0.580; number 66, C, carries -0.703; number 67, C, carries -0.712; number 68, C, carries -0.344; number 69, H, carries 0.274; number 70, H, carries 0.447; number 71, H, carries 0.416; number 72, H, carries 0.426; number 73, H, carries 0.400; number 74, H, carries 0.378; number 75, H, carries 0.441; number 76, H, carries 0.441; number 77, H, carries 0.516; number 78, H, carries 0.464; number 79, H, carries 0.405; number 80, H, carries 0.470; number 81, H, carries 0.435; number 82, H, carries 0.545; number 83, H, carries 0.453; number 84, H, carries 0.368; number 85, H, carries 0.484; number 86, H, carries 0.437; number 87, H, carries 0.437; number 88, H, carries 0.503; number 89, F, carries -0.177; number 90, C, carries -0.390; number 91, F, carries -0.130; number 92, F, carries -0.145; number 93, C, carries -1.355; number 94, Sb, carries 0.950; number 95, C, carries -1.201; number 96, C, carries -1.304; number 97, H, carries 0.422; number 98, H, carries 0.368; number 99, H, carries 0.372

---

Computed, not measured: a cluster of 2 separate species, H4N2O2S in total in a non-equilibrium geometry, with the ωB97M-V functional and the def2-TZVPD basis.

Summary:
* E_LUMO: -0.7243 eV
* calculated total energy: -660.480422 a.u.
* HOMO-LUMO gap: 9.12 eV
* relative energy (zero: lowest compared OMol25 entry of this formula, charge and spin): 246.77 kJ/mol

XYZ file:
```
9
Properties=species:S:1:pos:R:3:forces:R:3
N 0.1500 1.5458 0.6123 -1.03 -0.07 0.74
N -0.7126 -1.0950 -1.4000 -0.06 0.02 -0.16
O 1.3149 2.2706 2.7338 -0.27 0.02 0.33
O -0.0877 -2.1521 -0.6617 -0.03 0.01 0.05
S 0.0939 1.8210 2.0997 0.91 -0.07 -1.28
H 0.9909 1.6791 0.0660 0.42 0.15 0.21
H -0.1215 -0.2757 -1.2506 -0.19 -0.35 0.10
H -1.5911 -0.9029 -0.9156 0.31 -0.07 0.00
H -0.0369 -2.8908 -1.2837 -0.07 0.36 0.02
```
Positions in Å, forces in eV/Å.

Partial atomic charges computed with the natural (NBO) method, in multiples of e: number 1, N, carries -1.002; number 2, N, carries -0.529; number 3, O, carries -0.865; number 4, O, carries -0.601; number 5, S, carries 1.474; number 6, H, carries 0.391; number 7, H, carries 0.335; number 8, H, carries 0.333; number 9, H, carries 0.464